# 1
{"formula": "C4H7N2", "method": "ωB97M-V/def2-TZVPD", "symbols": ["C", "C", "C", "C", "N", "N", "H", "H", "H", "H", "H", "H", "H"], "positions_angstrom": [[-1.932, -0.289, -0.755], [1.259, 0.355, 0.007], [-1.305, 0.699, 0.176], [-1.173, -0.748, 0.458], [2.641, -0.224, 0.095], [-0.043, 0.000, 0.060], [-2.975, -0.354, -0.828], [-1.583, -0.601, -1.719], [2.748, -1.110, 0.463], [1.229, 1.368, -0.251], [-1.192, 1.654, 0.754], [-1.504, -1.518, 1.182], [3.424, 0.326, -0.083]], "mulliken_spin": [0.07, 0.68, 0.14, 0.12, 0.43, 0.62, -0.01, 0.00, -0.02, 0.01, -0.01, 0.00, -0.02], "total_charge": 1, "e_homo_ev": [-10.67, -15.28], "total_energy_ha": -265.5673, "de_lowest_kcal_mol": 98.6, "s_squared": 2.007, "spin_multiplicity": 3, "e_lumo_ev": [-2.86, -7.71], "homo_lumo_gap_ev": [7.8, 7.6]}

---

# 2
{"formula": "C21H60N4O9", "method": "ωB97M-V/def2-TZVPD", "symbols": ["N", "C", "N", "O", "H", "H", "H", "H", "N", "C", "N", "O", "H", "H", "H", "H", "C", "C", "C", "O", "H", "H", "H", "H", "H", "H", "H", "H", "C", "C", "C", "O", "H", "H", "H", "H", "H", "H", "H", "H", "C", "C", "C", "O", "H", "H", "H", "H", "H", "H", "H", "H", "C", "C", "C", "O", "H", "H", "H", "H", "H", "H", "H", "H", "C", "C", "C", "O", "H", "H", "H", "H", "H", "H", "H", "H", "C", "C", "C", "O", "H", "H", "H", "H", "H", "H", "H", "H", "C", "O", "H", "H", "H", "H"], "positions_angstrom": [[3.607, -1.106, -1.815], [2.767, -1.237, -0.876], [2.722, -0.272, -0.007], [1.873, -2.340, -0.778], [3.533, -1.713, -2.651], [3.970, -0.145, -1.944], [1.837, -0.402, 0.565], [3.195, 0.669, -0.121], [-1.489, 3.183, -2.677], [-0.769, 3.087, -3.753], [-1.343, 2.614, -4.740], [0.538, 3.474, -3.737], [-0.949, 3.161, -1.797], [-2.401, 2.707, -2.568], [-0.970, 2.190, -5.576], [-2.301, 2.498, -4.773], [1.663, 1.633, 4.503], [1.577, 2.446, 3.201], [2.454, 3.617, 3.260], [1.957, 1.790, 2.159], [2.637, 1.803, 4.933], [1.408, 0.613, 4.322], [1.093, 2.095, 5.321], [0.530, 2.899, 3.083], [3.464, 3.352, 3.488], [2.327, 4.260, 4.082], [2.479, 4.302, 2.370], [1.293, 1.223, 1.849], [5.064, -3.346, 2.590], [4.115, -2.564, 1.736], [3.035, -2.048, 2.648], [4.731, -1.618, 1.249], [4.536, -4.205, 2.910], [5.449, -2.668, 3.375], [5.902, -3.738, 1.967], [3.700, -3.176, 0.919], [2.417, -1.245, 2.245], [3.555, -1.714, 3.541], [2.298, -2.808, 2.917], [4.195, -1.233, 0.552], [-4.382, 1.029, 0.105], [-3.758, 2.425, 0.232], [-4.083, 2.972, 1.628], [-2.531, 2.480, -0.061], [-4.257, 0.448, 1.032], [-3.957, 0.384, -0.624], [-5.442, 1.026, -0.076], [-4.381, 3.018, -0.366], [-3.673, 2.315, 2.348], [-5.110, 3.181, 1.955], [-3.521, 3.891, 1.823], [-2.289, 3.403, 0.065], [-0.437, -1.646, 1.192], [-0.822, -0.149, 1.316], [-1.047, 0.336, 2.744], [-0.108, 0.659, 0.705], [0.511, -1.819, 1.485], [-0.484, -1.915, 0.122], [-1.084, -2.377, 1.669], [-1.777, -0.009, 0.867], [-0.362, 0.001, 3.497], [-1.980, -0.118, 3.093], [-1.170, 1.315, 3.027], [-0.740, 1.322, 0.485], [-3.022, -4.400, -1.993], [-1.520, -4.269, -1.902], [-1.109, -4.643, -0.518], [-0.971, -4.975, -2.714], [-3.624, -3.643, -1.493], [-3.325, -5.396, -1.692], [-3.348, -4.390, -3.094], [-1.271, -3.228, -1.986], [-1.754, -4.032, 0.090], [-0.144, -4.317, -0.217], [-1.206, -5.631, -0.154], [-0.106, -4.519, -2.861], [-2.326, -0.129, -2.999], [-1.058, -0.521, -3.609], [-0.008, -0.356, -2.529], [-1.124, -1.759, -3.936], [-2.120, 0.862, -2.737], [-2.722, -0.794, -2.221], [-3.065, -0.253, -3.733], [-0.875, 0.057, -4.545], [0.912, -0.922, -2.704], [-0.289, -0.901, -1.686], [0.267, 0.671, -2.259], [-1.336, -1.744, -4.927], [0.985, 3.734, -0.338], [1.659, 2.661, -1.058], [0.091, 3.428, 0.074], [0.641, 4.552, -0.977], [1.648, 4.119, 0.463], [1.304, 2.523, -1.936]], "mulliken_charge": [-0.09, -0.03, 1.32, -0.57, 0.40, 0.21, -1.59, 0.08, -0.23, 0.49, -0.26, -0.71, 0.00, 0.24, 0.26, 0.20, -1.65, 1.50, -1.83, -0.62, 0.47, 0.31, 0.35, -0.08, 0.41, 0.51, 0.22, -0.20, -1.59, 0.67, -0.50, -0.63, 0.39, 0.36, 0.38, 0.26, -0.31, 0.47, 0.31, 0.48, -1.14, 0.23, -1.50, -0.32, 0.33, 0.12, 0.41, 0.36, 0.31, 0.37, 0.40, 0.33, -0.54, 2.06, -2.69, 1.99, -0.26, -0.55, 0.69, -0.12, 0.45, 0.47, 0.47, -0.88, -1.63, 1.79, -1.35, -0.58, 0.29, 0.42, 0.34, -0.65, 0.30, 0.21, 0.45, 0.45, -0.79, 0.19, 0.28, -0.44, -0.43, 0.09, 0.67, 0.46, 0.42, -0.90, -0.10, 0.44, -0.20, -0.57, -0.03, 0.47, -0.15, 0.16], "smiles": "NC(N)=O.NC(N)=O.CC(C)O.CC(C)O.CC(C)O.CC(C)O.CC(C)O.CC(C)O.CO", "e_homo_ev": -8.86, "total_energy_ha": -1731.9544, "de_lowest_kcal_mol": 94.5, "e_lumo_ev": 0.02, "homo_lumo_gap_ev": 8.9}

---

# 3
{"formula": "C8H10NO", "method": "ωB97M-V/def2-TZVPD", "symbols": ["C", "C", "C", "C", "C", "C", "C", "C", "N", "O", "H", "H", "H", "H", "H", "H", "H", "H", "H", "H"], "positions_angstrom": [[2.778, 0.914, 0.654], [2.697, 2.125, 0.759], [0.367, -0.709, -1.135], [0.190, -1.618, -2.109], [-0.959, -2.260, -0.424], [-0.397, -1.072, -0.050], [-1.372, 1.898, 0.307], [-0.523, -0.208, 1.124], [-1.604, 0.697, 0.785], [-0.612, -2.547, -1.661], [3.288, -0.038, 0.925], [0.977, 0.121, -1.045], [0.385, -1.770, -3.131], [-1.656, -3.052, 0.010], [-2.239, 2.450, 0.027], [2.180, 2.941, 0.551], [-0.484, 2.438, 0.508], [0.349, 0.382, 1.449], [-0.843, -0.856, 1.932], [-2.523, 0.164, 0.523]], "mulliken_charge": [-0.55, -0.11, -0.35, -0.76, -0.64, 0.96, -0.09, -0.79, -0.02, -0.26, 0.31, 0.57, 0.46, 0.34, 0.29, 0.36, 0.20, 0.33, 0.35, 0.38], "total_charge": 1, "e_homo_ev": -12.68, "total_energy_ha": -440.3958, "de_lowest_kcal_mol": 122.8, "e_lumo_ev": -5.43, "homo_lumo_gap_ev": 7.2}

---

# 4
{"formula": "C44H53ClFN3O21P", "method": "ωB97M-V/def2-TZVPD", "symbols": ["C", "C", "N", "C", "O", "N", "O", "C", "C", "O", "N", "C", "O", "F", "C", "C", "P", "O", "Cl", "C", "O", "C", "O", "C", "C", "C", "C", "C", "C", "H", "H", "H", "H", "H", "H", "H", "H", "H", "H", "H", "O", "C", "O", "C", "C", "C", "H", "H", "H", "H", "H", "H", "O", "C", "O", "C", "C", "C", "H", "H", "H", "H", "H", "H", "O", "C", "O", "C", "C", "C", "H", "H", "H", "H", "H", "H", "O", "C", "O", "C", "C", "C", "H", "H", "H", "H", "H", "H", "O", "C", "O", "C", "C", "C", "H", "H", "H", "H", "H", "H", "O", "C", "O", "C", "C", "C", "H", "H", "H", "H", "H", "H", "O", "C", "O", "C", "C", "C", "H", "H", "H", "H", "H", "H"], "positions_angstrom": [[3.242, -4.266, 6.253], [3.976, -3.969, 5.178], [3.587, -3.055, 4.119], [4.359, -1.955, 3.917], [5.412, -1.762, 4.731], [4.931, -1.150, 6.021], [5.270, -0.070, 6.099], [4.099, -1.034, 2.953], [4.932, 0.230, 2.744], [6.122, 0.242, 2.756], [4.165, 1.475, 2.507], [3.131, 1.559, 3.449], [3.266, 1.552, 4.635], [1.889, 1.624, 2.907], [2.995, -1.255, 2.101], [2.207, -2.370, 2.304], [0.703, -2.678, 1.208], [0.360, -1.167, 0.628], [1.365, -3.707, -0.466], [2.518, -3.240, 3.337], [1.733, -4.301, 3.555], [0.450, -3.972, 4.118], [-0.331, -4.862, 4.238], [0.065, -2.565, 4.494], [-1.117, -2.089, 3.949], [-1.572, -0.815, 4.183], [-0.857, 0.032, 5.023], [0.321, -0.438, 5.569], [0.792, -1.703, 5.310], [3.196, -5.318, 6.547], [2.737, -3.545, 6.897], [4.965, -4.423, 5.085], [3.760, 1.353, 1.577], [2.764, -0.533, 1.321], [0.447, -0.517, 1.342], [-1.684, -2.745, 3.287], [-2.490, -0.472, 3.712], [-1.240, 1.028, 5.226], [0.859, 0.258, 6.211], [1.738, -2.013, 5.745], [-1.841, -0.796, -5.205], [-1.206, -1.711, -4.769], [-1.572, -2.401, -3.657], [-0.555, -3.366, -3.324], [0.202, -3.605, -4.618], [0.103, -2.248, -5.306], [0.080, -2.946, -2.539], [-1.025, -4.274, -2.947], [1.224, -3.947, -4.461], [-0.311, -4.352, -5.215], [0.910, -1.576, -5.005], [0.071, -2.343, -6.388], [-2.414, -3.122, 1.220], [-3.197, -2.638, 0.443], [-4.522, -2.859, 0.492], [-5.163, -2.232, -0.645], [-4.200, -1.151, -1.088], [-2.851, -1.755, -0.734], [-5.322, -2.987, -1.417], [-6.126, -1.825, -0.347], [-4.302, -0.889, -2.138], [-4.363, -0.246, -0.498], [-2.462, -2.375, -1.540], [-2.123, -0.998, -0.452], [3.011, 5.270, 9.703], [3.617, 4.638, 8.894], [3.123, 3.511, 8.306], [4.126, 2.922, 7.466], [5.088, 4.053, 7.138], [5.022, 4.909, 8.398], [4.611, 2.112, 8.018], [3.657, 2.511, 6.577], [6.091, 3.706, 6.891], [4.711, 4.624, 6.286], [5.736, 4.577, 9.153], [5.163, 5.962, 8.177], [-7.635, -2.701, -4.194], [-7.028, -1.724, -4.521], [-6.620, -0.775, -3.637], [-6.015, 0.322, -4.353], [-5.583, -0.259, -5.685], [-6.641, -1.326, -5.929], [-6.759, 1.114, -4.466], [-5.172, 0.709, -3.782], [-5.518, 0.483, -6.475], [-4.602, -0.731, -5.583], [-7.519, -0.920, -6.435], [-6.244, -2.176, -6.477], [-7.381, 1.816, -7.429], [-6.778, 2.805, -7.729], [-6.384, 3.735, -6.826], [-5.782, 4.852, -7.506], [-5.333, 4.305, -8.850], [-6.383, 3.235, -9.126], [-6.531, 5.640, -7.606], [-4.951, 5.230, -6.914], [-5.264, 5.067, -9.624], [-4.351, 3.838, -8.751], [-7.261, 3.643, -9.630], [-5.977, 2.399, -9.689], [0.049, -5.318, -7.131], [-0.939, -5.427, -7.801], [-1.558, -4.372, -8.379], [-2.771, -4.808, -9.021], [-2.575, -6.294, -9.271], [-1.699, -6.703, -8.093], [-3.610, -4.605, -8.352], [-2.913, -4.248, -9.943], [-3.511, -6.845, -9.340], [-2.028, -6.444, -10.204], [-2.292, -6.969, -7.216], [-1.019, -7.510, -8.350], [8.660, 7.155, 7.972], [7.914, 7.683, 7.205], [6.568, 7.477, 7.214], [5.966, 8.163, 6.102], [6.951, 9.257, 5.725], [8.290, 8.617, 6.075], [5.811, 7.445, 5.293], [5.001, 8.566, 6.406], [6.868, 9.570, 4.685], [6.789, 10.134, 6.353], [8.689, 8.028, 5.248], [9.019, 9.352, 6.405]], "mulliken_charge": [-0.75, -0.25, 0.69, -0.12, -0.39, 0.29, -0.11, 0.75, -0.05, -0.39, -0.26, 0.47, -0.34, -0.25, 0.40, -0.08, 1.12, -0.56, -0.30, -1.43, -0.48, -0.05, -0.46, 0.22, -0.44, -0.64, -0.60, -0.69, 0.69, 0.29, 0.32, 0.44, 0.37, 1.02, 0.33, 0.57, 0.50, 0.45, 0.50, 0.10, -0.61, 0.38, -0.33, -0.12, -0.32, -0.38, -0.10, 0.53, 0.38, -0.03, 0.30, 0.28, -0.53, 0.34, -0.40, -0.50, -0.31, 0.28, 0.27, 0.36, -0.06, 0.33, -0.15, 0.34, -0.58, 0.45, -0.37, 0.56, -0.55, -0.12, 0.11, -0.33, 0.42, 0.25, 0.28, 0.03, -0.60, 0.48, -0.39, -0.39, 0.13, -0.38, 0.26, 0.35, 0.10, -0.01, 0.24, 0.26, -0.57, 0.59, -0.34, -0.45, -0.48, -0.46, 0.28, 0.32, 0.32, 0.27, 0.28, 0.27, -0.61, 0.57, -0.33, -0.35, -0.53, -0.47, 0.22, 0.31, 0.34, 0.27, 0.26, 0.31, -0.56, 0.37, -0.25, -0.43, -0.57, -0.35, 0.26, 0.35, 0.32, 0.28, 0.25, 0.29], "total_charge": 1, "e_homo_ev": -11.16, "total_energy_ha": -4353.8791, "e_lumo_ev": -4.89, "homo_lumo_gap_ev": 6.3}